1.
{
  "formula": "C3H5N3",
  "method": "the ωB97M-V functional and the def2-TZVPD basis",
  "elements": ["C", "C", "N", "N", "N", "C", "H", "H", "H", "H", "H"],
  "xyz": [[-1.6802, -0.4821, 0.0067], [-0.2168, -0.2472, -0.0111], [0.7759, -0.9312, -0.1478], [1.9953, -0.9019, -0.4167], [1.9762, 1.4458, -0.0542], [0.8069, 1.5972, 0.0383], [-2.1609, 0.1992, 0.7139], [-2.0957, -0.2812, -0.9866], [-1.9256, -1.5119, 0.2816], [2.5363, -1.1722, 0.4091], [-0.0115, 2.2854, 0.1668]],
  "lumo_energy_ev": 0.53,
  "relative_energy_kcal_mol": 102.0
}

2.
{
  "formula": "C3H5N3",
  "method": "the ωB97M-V functional and the def2-TZVPD basis",
  "elements": ["C", "C", "C", "N", "N", "N", "H", "H", "H", "H", "H"],
  "xyz": [[-0.2174, 0.5313, 1.5871], [-0.0042, -0.0366, 0.2170], [1.0883, -0.0110, -0.6722], [0.6839, -0.4357, -1.8645], [-0.5811, -0.7274, -1.6635], [-1.0524, -0.5257, -0.4489], [-0.5761, -0.2379, 2.2761], [0.6741, 1.0039, 2.0109], [-0.9979, 1.2964, 1.5032], [2.1316, 0.2274, -0.5304], [-1.1489, -1.0848, -2.4149]],
  "lumo_energy_ev": 1.17,
  "smiles": "Cc1cn[nH]n1",
  "relative_energy_kcal_mol": 19.5
}

3.
{
  "formula": "C3H5N3",
  "method": "the ωB97M-V functional and the def2-TZVPD basis",
  "elements": ["C", "N", "C", "N", "C", "N", "H", "H", "H", "H", "H"],
  "xyz": [[-1.6219, -0.2686, 0.0467], [-0.1801, -0.1594, -0.0200], [0.5961, 0.9029, 0.0297], [1.8615, 0.3936, 0.1089], [1.8217, -1.0188, 0.0242], [0.5380, -1.3285, -0.0662], [-1.9542, -0.9104, -0.7724], [-1.9069, -0.7339, 0.9938], [-2.0756, 0.7180, -0.0384], [0.2191, 1.9214, 0.0925], [2.7093, 0.5577, -0.3967]],
  "lumo_energy_ev": 0.65,
  "relative_energy_kcal_mol": 69.0
}

4.
{
  "formula": "C3H5N3",
  "method": "the ωB97M-V functional and the def2-TZVPD basis",
  "elements": ["H", "N", "C", "C", "N", "C", "N", "H", "H", "H", "H"],
  "xyz": [[0.3792, 0.1298, 2.6564], [-0.0115, -0.0717, 1.7281], [0.9084, 0.1159, 0.8725], [1.1017, -0.0781, -0.5664], [0.2120, -0.1413, -1.4458], [-1.0874, -0.1248, -0.9982], [-1.8203, 0.8855, -0.8329], [-2.7133, 0.5884, -0.4195], [1.8641, 0.5016, 1.2178], [2.1411, -0.0795, -0.9022], [-1.5449, -1.0820, -0.7773]],
  "lumo_energy_ev": -0.33,
  "smiles": "[H]/N=C/C=N\\C=N\\[H]",
  "relative_energy_kcal_mol": 53.7
}

- Which formula does entry 4 have?
  C3H5N3

What did the second record say?
{
  "formula": "C3H5N3",
  "method": "the ωB97M-V functional and the def2-TZVPD basis",
  "elements": ["C", "C", "C", "N", "N", "N", "H", "H", "H", "H", "H"],
  "xyz": [[-0.2174, 0.5313, 1.5871], [-0.0042, -0.0366, 0.2170], [1.0883, -0.0110, -0.6722], [0.6839, -0.4357, -1.8645], [-0.5811, -0.7274, -1.6635], [-1.0524, -0.5257, -0.4489], [-0.5761, -0.2379, 2.2761], [0.6741, 1.0039, 2.0109], [-0.9979, 1.2964, 1.5032], [2.1316, 0.2274, -0.5304], [-1.1489, -1.0848, -2.4149]],
  "lumo_energy_ev": 1.17,
  "smiles": "Cc1cn[nH]n1",
  "relative_energy_kcal_mol": 19.5
}

- What is the formula in the fourth record?
  C3H5N3